Below is C5H5NO as an isolated structure, with properties calculated with ωB97M-V with the def2-TZVPD basis set.

Last column: Löwdin charge in e.
Cartesian coordinates (Å):
C  -0.328  0.076  0.446  -0.344
C  0.692  0.973  0.996  -0.175
C  -1.317  0.402  -0.409  0.121
O  -0.152  -1.280  0.750  0.041
N  0.599  2.220  0.831  0.119
C  0.046  -1.605  -0.535  -0.266
C  0.527  -2.126  -1.546  0.124
H  1.311  2.759  1.322  0.059
H  1.455  0.465  1.600  0.128
H  -2.135  -0.266  -0.630  0.092
H  -1.390  1.417  -0.759  0.080
H  0.691  -3.034  -2.066  0.022

Force components x, y, z for each atom (eV/Å):
-1.7 1.7 -0.7
0.1 0.1 0.5
0.3 0.7 1.6
0.0 0.4 -1.7
-0.1 0.3 0.0
2.3 -3.9 -1.2
-1.6 1.0 2.9
0.1 -0.3 -0.1
0.0 0.1 -0.1
0.3 -0.3 -0.3
0.1 0.2 0.0
0.2 0.1 -0.8

Electronic energy   -8798.320 eV
HOMO-LUMO gap   8.90 eV
Energy above the lowest of the compared OMol25 structures with the same formula, charge and spin   491.9 kJ/mol
HOMO level   -8.90 eV